Here is a structure of composition C44H53N6OPbSTe from the Open Molecules 2025 dataset. Energies are from the ωB97M-V functional and the def2-TZVPD basis.

CARTESIAN COORDINATES (ANGSTROEM)
Pb  -0.4575  -0.3065  0.0808
C  1.1302  -2.9129  -1.3883
N  1.6072  -1.5803  -0.9739
C  2.5756  -1.7048  0.1361
C  2.1796  -0.8207  -2.0625
C  3.0241  -1.4058  -2.9874
C  3.5834  -0.6559  -4.0163
C  3.2904  0.6995  -4.1320
C  2.4680  1.3058  -3.2066
C  1.9146  0.5661  -2.1423
N  1.0471  1.1098  -1.2279
C  1.0517  2.4326  -0.8778
C  2.2101  3.2364  -0.8912
C  2.1679  4.5287  -0.4166
C  0.9741  5.0459  0.0781
C  -0.1778  4.2651  0.1122
C  -0.1539  2.9658  -0.3537
N  -1.3227  2.1277  -0.3825
C  -2.3299  2.4520  0.6391
C  -1.9348  2.1338  -1.7305
H  1.9549  -3.6037  -1.5824
H  0.5197  -2.8227  -2.2849
H  0.5247  -3.3417  -0.5860
H  3.4775  -2.2290  -0.1920
H  2.1140  -2.2644  0.9482
H  2.8510  -0.7150  0.5009
H  3.2583  -2.4594  -2.9131
H  4.2408  -1.1337  -4.7299
H  3.6977  1.2775  -4.9500
H  2.1994  2.3476  -3.3185
H  3.1479  2.8028  -1.2104
H  3.0664  5.1298  -0.4083
H  0.9361  6.0623  0.4459
H  -1.0906  4.6864  0.5080
H  -2.8495  3.3892  0.4258
H  -1.8580  2.5127  1.6189
H  -3.0726  1.6529  0.6473
H  -2.3244  3.1288  -1.9642
H  -2.7477  1.4096  -1.7537
H  -1.1889  1.8613  -2.4753
S  -2.9257  -1.4927  -1.3213
C  -3.4414  -1.4784  -2.9465
N  -2.6551  -1.4796  -4.0269
C  -3.4096  -1.6019  -5.2810
C  -4.8702  -1.4599  -4.7963
N  -4.7123  -1.4631  -3.3384
H  -1.6654  -1.6304  -3.9509
H  -3.2219  -2.5679  -5.7463
H  -3.1313  -0.8162  -5.9784
H  -5.4928  -2.2910  -5.1174
H  -5.3256  -0.5303  -5.1317
H  -5.4691  -1.4264  -2.6780
C  1.8020  -7.8178  0.4508
C  1.0384  -6.6148  0.9309
C  1.6093  -5.6986  1.8009
C  0.9225  -4.5844  2.2808
C  1.6405  -3.7229  3.2910
C  -0.3948  -4.4051  1.8429
Te  -1.6222  -2.7595  2.3341
N  -0.7675  -1.8179  3.8442
C  -0.1442  -0.6963  3.5425
O  0.0954  -0.1837  2.3857
C  0.3840  0.0690  4.7132
C  -0.1901  -0.0616  5.9739
C  0.3255  0.6518  7.0438
C  1.4265  1.4794  6.8630
C  2.0060  1.6053  5.6078
C  1.4795  0.9084  4.5303
C  -3.0911  -3.7359  3.4587
C  -2.7417  -4.6929  4.4125
C  -1.3300  -5.0135  4.8359
C  -3.7853  -5.3818  5.0274
C  -5.1171  -5.1432  4.7240
C  -6.2202  -5.9057  5.4049
C  -5.4151  -4.1562  3.7858
C  -4.4219  -3.4405  3.1378
C  -4.8146  -2.3816  2.1343
C  -1.0051  -5.3006  0.9468
C  -2.4241  -5.1560  0.4477
C  -0.2713  -6.3960  0.5169
H  2.8242  -7.8173  0.8243
H  1.8341  -7.8516  -0.6390
H  1.3200  -8.7367  0.7876
H  2.6280  -5.8551  2.1398
H  2.7148  -3.7619  3.1118
H  1.4684  -4.1024  4.3005
H  1.3252  -2.6848  3.2909
H  -1.0388  -0.7193  6.1055
H  -0.1279  0.5600  8.0217
H  1.8333  2.0267  7.7030
H  2.8651  2.2484  5.4695
H  1.9133  1.0074  3.5444
H  -0.6674  -4.1534  4.7486
H  -0.9169  -5.8390  4.2517
H  -1.3294  -5.3186  5.8811
H  -3.5380  -6.1235  5.7790
H  -5.8245  -6.6788  6.0603
H  -6.8737  -6.3798  4.6717
H  -6.8379  -5.2358  6.0050
H  -6.4525  -3.9346  3.5604
H  -5.8798  -2.1743  2.2081
H  -4.6055  -2.6878  1.1034
H  -4.2928  -1.4383  2.3111
H  -2.6997  -4.1242  0.2029
H  -3.1399  -5.5227  1.1864
H  -2.5564  -5.7330  -0.4655
H  -0.7391  -7.1008  -0.1623

Atoms 1-6, force components in eV/Å:
-0.1146 -0.0532 -0.1880
0.0401 0.0315 0.1056
0.0815 0.0265 -0.1480
-0.0832 0.0742 0.0001
0.0168 -0.1008 0.0489
-0.0196 -0.0257 -0.0447

The spin multiplicity is 2. Its molar mass is 1048.816 g mol⁻¹. Its expectation value of S² is 0.79. For the HOMO energy (alpha / beta), the calculation gives -12.76 / -12.76 eV. Its LUMO energy (alpha / beta) is -0.1673 / -0.2608 Eh. Its charge is +2.